A cluster of 9 separate species, C26H74N4O14 in total, computed with ωB97M-V/def2-TZVPD.

Last column: Löwdin charge in e.
Geometry (Å):
C 4.952 2.124 -4.087  -0.162
O 4.590 1.672 -5.338  -0.204
C 5.711 1.631 -6.308  -0.151
C 5.069 1.213 -7.627  -0.422
C 6.023 0.625 -8.689  -0.059
N 4.330 2.382 -8.248  0.036
H 4.271 1.705 -3.347  0.085
H 4.864 3.197 -4.257  0.088
H 5.939 2.072 -3.628  0.083
H 6.076 2.651 -6.430  0.122
H 6.478 0.951 -5.936  0.123
H 4.257 0.532 -7.369  0.126
H 6.702 -0.143 -8.318  0.074
H 6.714 1.448 -8.869  0.077
H 5.478 0.371 -9.598  0.074
H 4.174 2.049 -9.188  0.049
H 3.451 2.363 -7.751  0.062
C -0.762 -3.135 -8.422  -0.102
O -0.759 -3.365 -9.880  -0.197
C 0.452 -2.803 -10.510  -0.193
C 0.640 -3.171 -11.986  -0.404
C 0.846 -4.707 -12.039  -0.063
N 1.766 -2.515 -12.680  0.025
H 0.117 -3.375 -7.823  0.074
H -1.691 -3.562 -8.043  0.085
H -0.715 -2.113 -8.047  0.072
H 0.251 -1.736 -10.410  0.113
H 1.253 -2.927 -9.782  0.116
H -0.299 -2.803 -12.399  0.131
H 0.073 -5.254 -11.498  0.068
H 1.648 -5.048 -11.385  0.079
H 0.881 -5.158 -13.031  0.071
H 1.735 -1.510 -12.776  0.062
H 1.796 -2.762 -13.659  0.063
C -1.154 -3.339 7.069  -0.106
O -1.715 -3.343 8.369  -0.194
C -2.551 -4.450 8.649  -0.176
C -1.930 -5.942 8.686  -0.430
C -2.937 -7.059 8.946  -0.091
N -0.883 -6.071 9.664  0.031
H -0.292 -2.673 7.015  0.080
H -1.771 -2.761 6.381  0.088
H -0.813 -4.332 6.776  0.086
H -3.197 -4.311 9.516  0.122
H -3.255 -4.427 7.817  0.109
H -1.603 -6.319 7.717  0.119
H -3.850 -7.013 8.353  0.075
H -3.303 -7.272 9.950  0.071
H -2.489 -8.021 8.697  0.075
H -1.324 -5.964 10.566  0.071
H -0.215 -5.317 9.594  0.068
C -7.294 6.450 9.341  -0.100
O -6.494 6.930 8.226  -0.208
C -5.603 5.958 7.597  -0.148
C -5.391 6.028 6.019  -0.431
C -4.748 4.771 5.476  -0.109
N -4.337 6.959 5.721  0.022
H -6.914 5.598 9.906  0.083
H -8.327 6.272 9.044  0.077
H -7.429 7.273 10.042  0.077
H -4.690 5.944 8.192  0.128
H -6.091 4.995 7.746  0.106
H -6.300 6.115 5.422  0.138
H -5.363 3.894 5.678  0.067
H -3.819 4.552 6.002  0.078
H -4.565 4.729 4.402  0.080
H -4.499 7.612 6.475  0.065
H -4.783 7.492 4.988  0.075
O -3.557 -6.040 2.754  -0.054
C -3.377 -7.403 2.456  -0.250
C -2.120 -7.714 1.608  -0.313
O -2.285 -7.244 0.366  -0.031
H -3.104 -5.432 2.165  0.086
H -3.251 -8.025 3.343  0.107
H -4.298 -7.851 2.082  0.112
H -1.951 -8.787 1.700  0.115
H -1.205 -7.264 1.993  0.126
H -2.843 -7.889 -0.074  0.102
O -1.049 -1.051 0.310  -0.066
C -0.384 0.219 0.544  -0.229
C -0.717 1.202 -0.544  -0.307
O -0.534 0.681 -1.798  -0.035
H -0.609 -1.472 -0.432  0.074
H -0.498 0.675 1.528  0.118
H 0.694 0.060 0.567  0.110
H -0.098 2.073 -0.328  0.115
H -1.731 1.602 -0.510  0.126
H 0.407 0.526 -1.900  0.094
O 5.491 -0.592 3.745  -0.063
C 5.502 -1.071 5.072  -0.266
C 5.303 -2.583 5.321  -0.196
O 6.492 -3.327 4.874  -0.073
H 6.233 -1.085 3.388  0.072
H 6.238 -0.456 5.589  0.121
H 4.610 -0.601 5.487  0.110
H 4.390 -2.988 4.885  0.115
H 5.026 -2.719 6.366  0.112
H 6.275 -3.392 3.941  0.067
O -1.757 6.089 -5.358  -0.085
C -2.227 5.850 -6.717  -0.220
C -1.193 5.333 -7.800  -0.174
O -0.734 4.069 -7.226  -0.098
H -2.349 6.751 -4.993  0.075
H -3.015 5.106 -6.601  0.108
H -2.787 6.725 -7.047  0.104
H -0.297 5.953 -7.838  0.106
H -1.613 5.289 -8.805  0.114
H -0.484 4.223 -6.312  0.069
O 3.756 4.422 2.681  -0.039
C 3.399 5.360 3.558  -0.313
C 2.011 4.954 4.043  -0.211
O 2.112 3.986 5.113  -0.085
H 3.787 3.582 3.146  0.102
H 4.212 5.417 4.282  0.121
H 3.419 6.396 3.221  0.120
H 1.443 4.524 3.218  0.119
H 1.446 5.750 4.528  0.113
H 1.441 4.308 5.721  0.072

Summary:
* M: 666.89 g mol⁻¹
* total energy: -62775.6917 eV
* HOMO-LUMO gap: 9.21 eV
* maximum force: 4.1 eV/A
* energy above the lowest of the compared OMol25 structures with the same formula, charge and spin: 259.9 kcal/mol
* LUMO: 0.236 eV
* SMILES string: COC[C@H](C)N.COC[C@H](C)N.COC[C@H](C)N.COC[C@H](C)N.OCCO.OCCO.OCCO.OCCO.OCCO